Here is the molecule C5H12N2O at a distorted geometry from the Open Molecules 2025 dataset. Energies are from ωB97M-V/def2-TZVPD.

Each line ends with the Löwdin charge.
Positions of all 20 atoms, in Å:
1 C -0.876448 -1.840348 0.636244  -0.080
2 C -1.191316 -0.358997 0.496832  -0.260
3 N -0.005212 0.485913 0.442791  -0.249
4 C 0.344301 1.168826 1.722688  -0.051
5 C 0.276177 1.245568 -0.779119  -0.131
6 C 0.584669 0.383207 -2.005292  -0.515
7 N 1.587254 -0.526222 -1.667057  0.145
8 O 0.174632 0.487033 -3.129910  0.071
9 H -1.605099 -2.450558 0.098522  0.071
10 H -0.984136 -2.189407 1.668768  0.067
11 H 0.148021 -2.128634 0.413885  0.058
12 H -1.833474 -0.128403 -0.374812  0.120
13 H -1.903342 0.046831 1.251164  0.112
14 H 0.574447 2.226765 1.562293  0.077
15 H -0.557023 1.117478 2.331975  0.075
16 H 1.253363 0.681333 2.074284  0.081
17 H 1.160985 1.831020 -0.505893  0.119
18 H -0.445363 2.038953 -1.064663  0.128
19 H 1.787025 -1.177553 -2.420414  0.106
20 H 1.510532 -0.912801 -0.752288  0.056

Forces on atoms 1 to 2 (eV/Å):
C -0.8 -0.6 1.0
C -0.8 1.3 -0.6

Values from the calculation:
SMILES   CCN(C)CC(N)=O
ΔE to the lowest compared entry with this formula, charge and spin   38.0 kcal/mol
E_HOMO   -8.607 eV